Below is a molecular structure, C83H180F18N16NaO28S14 in a non-equilibrium geometry, with properties calculated with ωB97M-V/def2-TZVPD.

Multiplicity: 1
Charge: +3
LUMO energy, eV: -5.26

```
340
C83H180F18N16NaO28S14 (ωB97M-V/def2-TZVPD)
Na 0.1674 -2.6039 0.5638
C 6.6058 -2.6876 -5.4855
C 5.0934 -2.3561 -5.5068
C 4.7480 -1.1453 -4.6113
N 3.3158 -0.4088 -4.7107
C 3.5520 0.6478 -5.7790
C 2.4859 1.8152 -5.8888
C 2.2607 2.5425 -4.5131
C 1.9178 1.4600 -3.4801
C 2.9199 0.3047 -3.2676
C 2.0643 -1.2278 -5.1110
H 6.7413 -3.0317 -4.4602
H 7.2616 -1.8525 -5.7318
H 6.8193 -3.6398 -5.9711
H 4.4551 -3.2268 -5.3563
H 4.9748 -2.1258 -6.5656
H 5.4525 -0.3148 -4.6577
H 4.8752 -1.4375 -3.5690
H 4.5405 1.0930 -5.6658
H 3.7221 -0.0399 -6.6074
H 2.7347 2.4977 -6.7015
H 1.5052 1.4967 -6.2423
H 3.2254 3.0200 -4.3415
H 1.4154 3.2305 -4.5296
H 1.9922 2.1072 -2.6063
H 0.9956 0.8995 -3.6336
H 3.8938 0.5079 -2.8223
H 2.4247 -0.4740 -2.6876
H 1.3029 -0.4765 -5.3204
H 1.8802 -1.8548 -4.2385
H 2.2069 -1.9153 -5.9447
C -2.6481 3.4135 -3.7384
C -3.0225 4.9039 -3.8857
C -4.2322 5.1327 -4.7981
N -4.8538 6.5847 -4.6955
C -5.6231 6.7432 -3.3109
C -6.6693 5.6147 -3.0048
C -7.6585 5.4349 -4.2575
C -7.0053 5.7141 -5.6971
C -5.8802 6.7441 -5.8249
C -3.7636 7.7535 -4.7218
H -1.8156 3.3112 -3.0422
H -2.1919 3.1653 -4.6967
H -3.5103 2.8144 -3.4456
H -2.1370 5.3846 -4.3015
H -3.1967 5.4592 -2.9640
H -5.0197 4.4212 -4.5495
H -3.9822 5.0590 -5.8565
H -4.9959 6.7435 -2.4194
H -5.9994 7.7488 -3.4990
H -6.1028 4.7135 -2.7702
H -7.1904 5.8522 -2.0774
H -7.8961 4.3721 -4.3048
H -8.5650 6.0277 -4.1353
H -6.7120 4.7770 -6.1702
H -7.8240 6.0563 -6.3301
H -5.3281 6.6306 -6.7579
H -6.2854 7.7485 -5.7022
H -4.1165 8.5818 -5.3362
H -2.8728 7.4765 -5.2855
H -3.5935 8.1631 -3.7261
C 8.9003 -1.0836 9.0957
C 8.3626 0.0912 8.3544
C 7.5680 -0.3119 7.1603
N 6.7932 0.8738 6.4878
C 7.8714 1.9057 5.9450
C 7.2714 3.0221 4.8927
C 6.4901 2.3926 3.7547
C 5.4409 1.3790 4.3086
C 5.9571 0.3030 5.2860
C 5.8706 1.6395 7.4694
H 9.3395 -0.8741 10.0711
H 9.6865 -1.6222 8.5667
H 8.1226 -1.7853 9.3972
H 9.2764 0.6484 8.1478
H 7.6418 0.5663 9.0199
H 6.7535 -0.9622 7.4794
H 8.1954 -0.7173 6.3666
H 8.5007 1.2342 5.3609
H 8.4462 2.4328 6.7064
H 8.0900 3.4696 4.3292
H 6.6711 3.7994 5.3657
H 7.0630 1.8291 3.0183
H 5.9989 3.1003 3.0869
H 5.0152 0.7996 3.4892
H 4.6322 1.8026 4.9041
H 6.5844 -0.3924 4.7282
H 5.1895 -0.3357 5.7230
H 5.1552 2.3040 6.9849
H 6.5640 2.1057 8.1694
H 5.1899 0.9371 7.9507
C 1.0736 4.0911 4.4599
C 1.2005 5.3729 3.5479
C 1.3665 5.0000 2.0509
N 1.6793 6.1473 1.0542
C 3.1478 6.5582 1.1328
C 4.1517 5.6143 0.4750
C 3.7269 5.0512 -0.8304
C 2.2086 4.7555 -0.9507
C 1.2589 5.8298 -0.3873
C 0.8176 7.4163 1.4649
H 0.0471 3.7639 4.6253
H 1.2919 4.3915 5.4847
H 1.5907 3.1995 4.1051
H 2.0746 5.9451 3.8589
H 0.2843 5.8840 3.8438
H 0.4132 4.6385 1.6654
H 2.1484 4.2418 2.0092
H 3.3890 6.8945 2.1412
H 3.1845 7.4667 0.5317
H 4.2927 4.7415 1.1124
H 5.2163 5.8298 0.3838
H 4.1961 4.0886 -1.0335
H 4.0145 5.7994 -1.5690
H 2.0391 3.8040 -0.4467
H 1.8737 4.6614 -1.9837
H 0.2076 5.5618 -0.2815
H 1.3073 6.7484 -0.9720
H -0.2540 7.2192 1.4325
H 1.0583 8.3277 0.9177
H 1.1952 7.6659 2.4565
C -6.1781 -6.5035 -3.2922
C -5.1770 -5.3127 -3.1972
C -4.9227 -4.8016 -4.6364
N -3.9851 -3.6030 -4.7028
C -3.8577 -3.0248 -6.1405
C -2.7991 -1.8080 -6.2990
C -1.4792 -2.2204 -5.7787
C -1.5389 -2.8575 -4.3740
C -2.5292 -4.0002 -4.3540
C -4.5389 -2.4480 -3.7994
H -7.1560 -6.2885 -3.7229
H -6.4366 -6.8431 -2.2893
H -5.8277 -7.4048 -3.7952
H -4.3690 -5.6132 -2.5302
H -5.7384 -4.5737 -2.6254
H -5.8611 -4.4371 -5.0544
H -4.4650 -5.5256 -5.3105
H -3.5775 -3.8105 -6.8422
H -4.9069 -2.7395 -6.2165
H -2.6919 -1.5621 -7.3555
H -3.2424 -0.9602 -5.7767
H -1.1231 -2.9540 -6.5019
H -0.7524 -1.4146 -5.6761
H -0.5486 -3.2585 -4.1583
H -1.7550 -2.0746 -3.6470
H -2.3566 -4.8235 -5.0472
H -2.5559 -4.3608 -3.3258
H -3.8847 -1.5826 -3.9048
H -4.5777 -2.5783 -2.7179
H -5.5913 -2.3124 -4.0487
C 4.1234 -9.1257 1.1218
C 3.1536 -8.1828 1.8412
C 3.6003 -6.6955 2.2578
N 2.4869 -5.9346 2.9991
C 2.6065 -4.4010 2.8958
C 3.8886 -4.0576 3.7580
C 3.6713 -4.4058 5.1987
C 3.5383 -5.9834 5.3030
C 2.3808 -6.4993 4.4424
C 1.1026 -6.3242 2.4842
H 4.1266 -8.8726 0.0616
H 3.7136 -10.1357 1.1219
H 5.1651 -9.1571 1.4411
H 2.7323 -8.6132 2.7497
H 2.2308 -8.2304 1.2630
H 3.7964 -6.3650 1.2378
H 4.5108 -6.8299 2.8416
H 2.4323 -4.0859 1.8670
H 1.7281 -3.9567 3.3641
H 4.7305 -4.5617 3.2835
H 4.1534 -3.0049 3.6593
H 4.5553 -4.0657 5.7382
H 2.8090 -3.8255 5.5271
H 4.4412 -6.4694 4.9334
H 3.3883 -6.3222 6.3281
H 2.2643 -7.5823 4.4809
H 1.5044 -6.0354 4.8951
H 0.7788 -7.3580 2.6049
H 1.1093 -6.1496 1.4083
H 0.4251 -5.6079 2.9488
C -1.9416 1.0420 4.6157
C -3.5063 0.9205 4.9645
C -4.3580 0.6556 3.5792
N -5.9226 0.4453 3.8676
C -6.5418 1.6030 4.6451
C -6.6414 2.9220 3.8114
C -7.3607 2.6877 2.4459
C -6.6278 1.5772 1.6863
C -6.5743 0.2570 2.3950
C -6.1453 -0.9053 4.5586
H -1.3137 1.3186 5.4627
H -2.0095 1.7773 3.8140
H -1.5914 0.1054 4.1818
H -3.7195 1.9080 5.3736
H -3.5866 0.1894 5.7690
H -4.0101 -0.2081 3.0125
H -4.1834 1.5279 2.9493
H -6.0899 1.7164 5.6305
H -7.5144 1.1384 4.8073
H -5.6143 3.2481 3.6476
H -7.1489 3.7687 4.2733
H -7.1917 3.6318 1.9280
H -8.4294 2.5291 2.5903
H -5.6283 1.8957 1.3901
H -7.1725 1.2951 0.7853
H -5.9027 -0.4036 1.8467
H -7.5204 -0.2713 2.5128
H -5.7480 -1.6239 3.8418
H -7.2111 -0.9293 4.7860
H -5.5271 -0.8506 5.4547
C 11.2583 -1.1350 -3.7883
C 10.1555 -1.7641 -2.9768
C 10.1911 -1.2815 -1.5350
N 9.1369 -1.8289 -0.5574
C 9.4632 -1.0850 0.7421
C 8.5570 -1.5200 1.9050
C 7.0962 -1.2021 1.6425
C 6.6960 -1.6727 0.2142
C 7.6316 -1.5069 -0.9590
C 9.2781 -3.3573 -0.4854
H 12.1533 -1.3346 -3.1989
H 11.0484 -0.0779 -3.9514
H 11.3008 -1.7755 -4.6692
H 10.3862 -2.8151 -3.1511
H 9.2695 -1.4545 -3.5311
H 10.1751 -0.2134 -1.3183
H 11.1479 -1.5411 -1.0821
H 9.3898 -0.0279 0.4867
H 10.5198 -1.2522 0.9511
H 9.0288 -1.1219 2.8034
H 8.7715 -2.5603 2.1499
H 6.9383 -0.1252 1.7006
H 6.4388 -1.6247 2.4023
H 5.8215 -1.0756 -0.0442
H 6.2596 -2.6710 0.2476
H 7.4733 -0.5194 -1.3924
H 7.3506 -2.1657 -1.7806
H 9.3759 -3.9245 -1.4110
H 8.4977 -3.7930 0.1384
H 10.2457 -3.3957 0.0151
C -6.5798 -0.2462 -1.7122
C -7.8296 -0.9867 -1.1678
C -9.0698 -1.0882 -2.0754
N -10.1804 -2.0429 -1.4410
C -11.4314 -1.7241 -2.3360
C -12.7654 -2.2401 -1.7084
C -12.9259 -1.8394 -0.2935
C -11.6957 -2.2463 0.6730
C -10.3796 -1.6504 0.0849
C -9.8700 -3.5051 -1.6491
H -6.4104 -0.5533 -2.7442
H -5.6424 -0.5474 -1.2444
H -6.5550 0.8169 -1.4729
H -8.1046 -0.4694 -0.2487
H -7.4811 -2.0016 -0.9760
H -8.8863 -1.5189 -3.0597
H -9.5677 -0.1225 -2.1634
H -11.5549 -0.6422 -2.2897
H -11.3317 -2.0002 -3.3857
H -13.5867 -1.9272 -2.3531
H -12.6595 -3.3203 -1.8081
H -13.0681 -0.7782 -0.0893
H -13.7790 -2.3836 0.1117
H -11.9201 -1.9773 1.7052
H -11.6049 -3.3284 0.7676
H -10.3864 -0.5668 0.2025
H -9.5454 -2.1274 0.5994
H -9.6391 -3.6074 -2.7094
H -10.6762 -4.1165 -1.2436
H -8.9654 -3.6369 -1.0554
N -6.3145 -0.2295 -5.4208
S -7.7811 -0.1424 -5.8091
O -8.1540 0.1041 -7.2310
O -8.6897 0.3052 -4.7481
F -8.1564 -1.7267 -5.6926
S -6.1691 1.5214 -5.3985
O -6.2961 2.0929 -4.0684
O -6.4775 2.3639 -6.5668
F -4.5107 1.4611 -5.5901
N 8.0987 1.6700 -1.4749
S 7.0925 2.6630 -0.9748
O 5.7325 2.1683 -1.0504
O 7.3025 4.0716 -1.2530
F 7.4623 2.6143 0.5832
S 7.7624 2.1015 -3.1665
O 8.8574 2.5285 -3.9414
O 6.4068 2.3885 -3.5183
F 7.6918 0.5454 -3.7715
N 1.6474 -3.9357 -0.7008
S 3.1004 -3.6377 -0.9498
O 3.6803 -2.7852 -1.9483
O 3.9744 -4.5699 -0.2757
F 3.0589 -2.4805 0.2225
S 1.5813 -4.8652 -2.1060
O 2.0255 -6.2353 -1.9001
O 1.9044 -4.1959 -3.4041
F 0.0179 -4.9403 -2.0609
N -2.7203 6.4068 1.8151
S -3.1792 5.1963 0.9078
O -4.4954 4.5549 1.1790
O -1.9893 4.4353 0.5421
F -3.5608 6.0573 -0.4347
S -2.8275 5.6654 3.1163
O -1.8731 4.5260 3.3882
O -4.1389 5.6390 3.7642
F -2.0656 6.7695 4.1126
N 2.2590 0.0024 8.5215
S 1.7017 0.6656 7.0921
O 0.4463 0.0616 6.6557
O 2.7229 0.9925 6.1231
F 1.1475 2.1284 7.6778
S 2.4286 -1.4177 8.0046
O 3.4931 -1.6629 7.0092
O 1.2065 -2.3011 7.9792
F 3.2319 -1.9211 9.2802
N -1.7629 -3.4409 1.5276
S -3.1514 -3.3963 0.6886
O -3.9690 -2.2614 1.0737
O -3.7898 -4.6631 0.3366
F -2.6544 -2.7798 -0.7122
S -2.4748 -3.6571 2.9032
O -3.2465 -4.8817 3.0494
O -2.8368 -2.4448 3.6524
F -1.1766 -3.9452 3.7259
C -2.4656 0.8493 0.1215
F -2.3178 0.8277 1.4444
F -3.1647 -0.1852 -0.3112
F -3.0521 1.9436 -0.3633
S -0.7852 0.7023 -0.7901
O -1.1043 -0.1790 -1.9496
O -0.3542 2.0245 -1.1773
N 0.2592 -0.1787 0.3120
S 0.9718 0.8714 1.1538
O 2.1380 1.5936 0.5423
O 0.0550 1.7283 1.9241
C 1.7647 -0.3044 2.5302
F 2.3813 0.4798 3.4055
F 0.7995 -1.1088 3.1128
F 2.6430 -1.0892 2.0646
```

These are the Mulliken partial charges, in e, on atoms 1 to 2:
1 Na 2.260
2 C -1.281